{"formula": "CH3IN2O3S", "method": "ωB97M-V/def2-TZVPD", "homo_lumo_gap_ev": 9.128, "e_homo_ev": -9.86, "e_lumo_ev": -0.74, "total_energy_ha": -1070.881159, "charge": 0, "elements": ["C", "N", "N", "O", "O", "O", "S", "I", "H", "H", "H"], "xyz": [[0.1299, 0.0739, 0.3789], [-0.4718, 0.6771, -2.2414], [-0.5547, 1.4473, -3.0331], [0.3052, 2.5120, -0.6784], [-0.4616, 2.3162, -3.7677], [1.7857, 0.8849, -1.7946], [1.0359, 1.2810, -0.6460], [2.9179, 1.6178, 0.9158], [-0.4688, -0.7344, -0.0823], [1.0831, -0.5376, 0.6959], [-0.3055, 0.6435, 1.1712]]}

=====

{"formula": "CH3INO", "method": "ωB97M-V/def2-TZVPD", "homo_lumo_gap_ev": [6.478, 6.483], "smiles": "CN([O-])I", "e_homo_ev": [-3.08, -3.09], "e_lumo_ev": [3.40, 3.40], "total_energy_ha": -467.489414, "charge": -1, "elements": ["C", "N", "O", "I", "H", "H", "H"], "xyz": [[-0.6408, 0.2013, 0.0448], [0.5807, -0.4446, 0.5075], [0.4904, -1.8206, -0.2751], [2.2960, 0.8606, -0.0074], [-0.6263, 0.2085, -1.1506], [-1.3687, -0.3334, 0.4908], [-0.7312, 1.3281, 0.3901]]}

=====

{"formula": "CH3IO", "method": "ωB97M-V/def2-TZVPD", "homo_lumo_gap_ev": [5.152, 4.907], "e_homo_ev": [-9.18, -9.02], "e_lumo_ev": [-4.03, -4.11], "total_energy_ha": -412.650823, "charge": 0, "elements": ["C", "O", "I", "H", "H", "H"], "xyz": [[0.2274, -0.4788, -0.2451], [-0.5597, 0.3516, -0.7761], [-1.2306, 2.8673, 0.9448], [1.3287, -0.1655, -0.0836], [0.2653, -1.5732, -0.6150], [-0.0312, -1.0013, 0.7751]]}

=====

{"formula": "CH3IO2S2", "method": "ωB97M-V/def2-TZVPD", "homo_lumo_gap_ev": [8.262, 6.960], "e_homo_ev": [-9.59, -8.86], "e_lumo_ev": [-1.32, -1.90], "total_energy_ha": -1284.289551, "charge": 0, "elements": ["C", "O", "O", "S", "S", "I", "H", "H", "H"], "xyz": [[-1.8196, 0.0354, -0.3982], [0.6021, 1.8282, -0.8136], [1.5225, -0.4011, 2.1425], [1.8019, 1.2348, -0.1940], [0.9243, -0.5756, 0.8360], [2.3730, -2.1623, -0.4296], [-1.9059, -0.1010, 0.7487], [-1.0647, 0.6186, -0.7701], [-2.4337, -0.4771, -1.1217]]}

=====

{"formula": "CH3IO2S2", "method": "ωB97M-V/def2-TZVPD", "homo_lumo_gap_ev": [7.387, 6.086], "e_homo_ev": [-9.52, -8.26], "e_lumo_ev": [-2.13, -2.17], "total_energy_ha": -1284.320469, "charge": 0, "elements": ["C", "O", "O", "S", "S", "I", "H", "H", "H"], "xyz": [[0.9143, 0.7205, -0.2452], [-2.3049, 0.9650, -0.2009], [0.2822, -2.1065, -0.5191], [-2.0177, -0.2606, -0.9623], [-0.2892, -0.9159, 0.0607], [-0.1109, -0.9033, 2.6922], [0.4263, 1.6656, -0.3228], [1.7164, 0.4403, 0.6123], [1.3834, 0.3948, -1.1148]]}

=====

{"formula": "CH3IO3S", "method": "ωB97M-V/def2-TZVPD", "homo_lumo_gap_ev": 9.020, "e_homo_ev": -9.56, "e_lumo_ev": -0.54, "total_energy_ha": -961.414164, "charge": 0, "elements": ["C", "O", "O", "O", "S", "I", "H", "H", "H"], "xyz": [[0.2945, 1.1175, -0.1612], [0.6703, -1.5389, -1.4578], [0.9504, 0.0299, 0.4882], [-1.4039, -1.2222, 0.1081], [0.4846, -1.4598, -0.0492], [-1.5457, -1.0611, 2.0265], [-0.0288, 1.8158, 0.5386], [-0.5402, 0.7428, -0.7610], [1.1189, 1.5759, -0.7323]]}

=====

{"formula": "CH3IOS", "method": "ωB97M-V/def2-TZVPD", "homo_lumo_gap_ev": [8.023, 7.970], "e_homo_ev": [-9.75, -9.75], "e_lumo_ev": [-1.73, -1.78], "total_energy_ha": -810.826633, "charge": 0, "elements": ["C", "O", "S", "I", "H", "H", "H"], "xyz": [[-0.7129, -0.3531, -0.2900], [2.1693, -0.9607, 1.0007], [0.2139, 0.5205, 0.9901], [1.0108, 2.4130, -0.1285], [-0.2597, -0.2255, -1.2684], [-1.7394, 0.0085, -0.2915], [-0.6819, -1.4028, -0.0124]]}

=====

{"formula": "CH3IOS2", "method": "ωB97M-V/def2-TZVPD", "homo_lumo_gap_ev": [7.139, 7.172], "e_homo_ev": [-9.65, -9.65], "e_lumo_ev": [-2.51, -2.48], "total_energy_ha": -1209.005331, "charge": 0, "elements": ["C", "O", "S", "S", "I", "H", "H", "H"], "xyz": [[-0.5587, 0.1864, -0.7731], [2.0493, 1.4184, 0.6074], [-0.9618, -0.0167, 2.2023], [0.3174, -0.0736, 0.7965], [1.3106, -2.2801, 0.3545], [-1.4048, -0.4920, -0.8432], [-0.8953, 1.2243, -0.7578], [0.1433, 0.0333, -1.5868]]}

=====

{"formula": "CH3IOS2", "method": "ωB97M-V/def2-TZVPD", "homo_lumo_gap_ev": [7.811, 7.813], "e_homo_ev": [-8.63, -8.63], "e_lumo_ev": [-0.82, -0.82], "total_energy_ha": -1209.109096, "charge": 0, "elements": ["C", "O", "S", "S", "I", "H", "H", "H"], "xyz": [[2.5167, -0.1915, 0.8103], [-1.2487, 0.2006, -1.1014], [1.7955, 2.6018, 0.3196], [1.3358, 0.7505, 0.1650], [-2.9517, -0.0258, -0.1796], [2.3613, -1.2197, 0.7533], [3.4041, 0.2563, 0.9004], [-1.4366, -0.0827, -2.0179]]}

=====

{"formula": "CH3IOS2", "method": "ωB97M-V/def2-TZVPD", "homo_lumo_gap_ev": 7.674, "smiles": "OCSSI", "e_homo_ev": -9.36, "e_lumo_ev": -1.68, "total_energy_ha": -1209.189541, "charge": 0, "elements": ["O", "C", "S", "S", "I", "H", "H", "H"], "xyz": [[0.3564, 1.0270, 0.2434], [1.1652, -0.0538, -0.0860], [0.0653, -1.4275, -0.6257], [-1.5695, -1.0672, 0.4829], [-3.1411, 0.7664, -0.2315], [-0.4858, 0.7293, 0.5646], [1.9051, -0.2030, 0.6805], [1.7042, 0.2288, -1.0283]]}

=====

{"formula": "CH3LiNdO", "method": "ωB97M-V/def2-TZVPD", "homo_lumo_gap_ev": [7.501, 7.649], "spin_multiplicity": 5, "e_homo_ev": [-16.48, -16.49], "e_lumo_ev": [-8.98, -8.84], "total_energy_ha": -683.351506, "charge": 2, "elements": ["O", "C", "H", "H", "Li", "Nd", "H"], "xyz": [[0.2142, 0.2208, 0.2770], [0.7297, 0.5807, 1.3512], [0.1175, 1.1338, 2.0825], [1.6715, 0.1366, 1.7103], [-1.5534, -0.0382, -0.3589], [-1.0551, -1.3152, -3.6979], [-0.1243, -0.7185, -1.3643]]}

=====

{"formula": "CH3LiORb", "method": "ωB97M-V/def2-TZVPD", "homo_lumo_gap_ev": [3.535, 3.445], "spin_multiplicity": 2, "e_homo_ev": [-4.16, -4.22], "e_lumo_ev": [-0.63, -0.78], "total_energy_ha": -146.516239, "charge": 0, "elements": ["O", "C", "Li", "H", "H", "Rb", "H"], "xyz": [[-0.0324, 0.0008, 0.3511], [0.7531, -0.1438, -0.6809], [-0.1127, -1.5435, 1.6871], [0.4833, 0.2264, -1.6703], [1.8207, -0.2851, -0.5064], [-3.2562, -0.1024, 0.0260], [0.3443, 1.8475, 0.7934]]}

=====

{"formula": "CH3N2O", "method": "ωB97M-V/def2-TZVPD", "homo_lumo_gap_ev": 10.366, "smiles": "C=[NH+]N=O", "e_homo_ev": -17.09, "e_lumo_ev": -6.73, "total_energy_ha": -224.245788, "charge": 1, "elements": ["C", "N", "N", "O", "H", "H", "H"], "xyz": [[-0.0866, 0.1624, -0.2977], [0.0905, -0.0466, 0.9302], [-0.6125, 0.8005, 2.2313], [-0.4978, 1.8888, 2.0021], [-0.6713, 0.9425, -0.7367], [0.2773, -0.3663, -1.2145], [0.6869, -0.8130, 1.2149]]}

=====

{"formula": "CH3N2O2", "method": "ωB97M-V/def2-TZVPD", "homo_lumo_gap_ev": 7.584, "smiles": "CN=[N+]([O-])[O-]", "e_homo_ev": -2.83, "e_lumo_ev": 4.75, "total_energy_ha": -299.792736, "charge": -1, "elements": ["C", "N", "N", "O", "O", "H", "H", "H"], "xyz": [[0.1552, -0.0487, 1.0654], [0.6214, -0.5055, -0.1817], [-0.1297, -0.0040, -1.4186], [-1.0460, 0.8137, -1.2510], [0.2402, -0.4346, -2.5059], [1.0464, 0.1045, 1.6930], [-0.4211, 0.8902, 1.0318], [-0.4665, -0.8155, 1.5670]]}

=====

{"formula": "CH3N2O2", "method": "ωB97M-V/def2-TZVPD", "homo_lumo_gap_ev": [7.050, 7.052], "e_homo_ev": [-15.08, -15.08], "e_lumo_ev": [-8.03, -8.03], "total_energy_ha": -299.498818, "charge": 1, "elements": ["C", "N", "N", "O", "O", "H", "H", "H"], "xyz": [[0.9148, -0.1492, 0.2448], [-2.3235, -1.6941, -1.4513], [0.3653, 0.9821, 0.7168], [-1.6000, -0.9840, -1.0921], [0.2561, -1.1083, -0.1553], [1.9744, -0.1677, -0.0099], [0.9361, 1.8150, 0.6150], [-0.5231, 1.3062, 1.1320]]}

=====

{"formula": "CH3N2O2S", "method": "ωB97M-V/def2-TZVPD", "homo_lumo_gap_ev": 7.529, "e_homo_ev": -3.32, "e_lumo_ev": 4.21, "total_energy_ha": -698.031645, "charge": -1, "elements": ["C", "N", "N", "O", "O", "S", "H", "H", "H"], "xyz": [[-0.8201, -0.4732, -0.1573], [1.0364, 1.1803, 0.1662], [0.4353, 0.5105, -0.6876], [-3.2715, -0.9001, 0.1396], [-2.5134, 1.4560, 0.4789], [-2.6120, 0.2846, -0.4152], [-0.8763, -0.4078, 1.0092], [-0.5108, -1.4040, -0.5557], [1.9311, 1.7170, -0.3477]]}

=====

{"formula": "CH3N2O2S", "method": "ωB97M-V/def2-TZVPD", "homo_lumo_gap_ev": 7.601, "e_homo_ev": -3.33, "e_lumo_ev": 4.27, "total_energy_ha": -698.042920, "charge": -1, "elements": ["C", "N", "N", "O", "O", "S", "H", "H", "H"], "xyz": [[-0.6334, -0.0838, 0.1514], [0.4299, 0.5433, -0.5759], [0.6035, 0.0325, 0.7856], [-3.2596, 0.0977, 0.1849], [-1.8780, 0.6002, 2.2946], [-2.1246, 0.8986, 0.8365], [-0.8651, -1.0886, -0.2986], [0.8734, -0.1724, -1.2085], [0.7819, 0.8047, 1.4531]]}

=====

{"formula": "CH3N2O2S", "method": "ωB97M-V/def2-TZVPD", "homo_lumo_gap_ev": 6.535, "smiles": "NN(S)C(=O)[O-]", "e_homo_ev": -2.78, "e_lumo_ev": 3.76, "total_energy_ha": -698.085270, "charge": -1, "elements": ["N", "N", "S", "C", "O", "O", "H", "H", "H"], "xyz": [[0.8546, -0.4081, 1.2109], [0.4874, 0.5303, 0.1858], [1.5837, 0.6898, -0.9944], [-1.1796, -0.0085, -0.3343], [-1.6716, 0.8146, -1.0494], [-1.4323, -1.0269, 0.2349], [0.5694, -1.3764, 0.8835], [0.0881, -0.1709, 1.8647], [0.7002, 0.9560, -2.0017]]}

=====

{"formula": "CH3N2O3S", "method": "ωB97M-V/def2-TZVPD", "homo_lumo_gap_ev": [6.596, 8.923], "e_homo_ev": [-3.55, -5.16], "e_lumo_ev": [3.04, 3.77], "total_energy_ha": -773.206314, "charge": -1, "elements": ["C", "N", "N", "O", "O", "O", "S", "H", "H", "H"], "xyz": [[-0.0338, -0.3659, 1.2159], [-1.4349, 0.0273, 1.0369], [-0.5391, 0.6108, 2.1064], [1.8569, -1.1126, -2.6107], [-0.3813, -0.0327, -2.3275], [1.6755, 1.3185, -2.3303], [1.0622, 0.0053, -2.0477], [0.1183, -1.2653, 1.7229], [-1.5419, 0.6057, 0.2319], [-0.7820, 0.2089, 3.0022]]}

=====

{"formula": "CH3N2O4P", "method": "ωB97M-V/def2-TZVPD", "homo_lumo_gap_ev": 6.440, "e_homo_ev": 0.81, "e_lumo_ev": 7.25, "total_energy_ha": -791.682781, "charge": -2, "elements": ["C", "N", "N", "O", "O", "O", "O", "P", "H", "H", "H"], "xyz": [[-0.2260, -0.0899, 0.1882], [-1.4608, 0.2238, 0.8142], [-0.9620, 0.7230, -0.5871], [0.9298, 0.3839, 0.8604], [2.6714, -1.1969, -0.8228], [3.6050, 0.0554, 1.2144], [2.7446, 1.3283, -0.8732], [2.8140, 0.0681, -0.0536], [1.1504, 0.9889, 0.1158], [0.0788, -1.3031, 0.0026], [-2.2164, -0.5102, 0.6746]]}